Formula: C6H6FKLiO6
Source: the Open Molecules 2025 dataset
Level of theory: ωB97M-V/def2-TZVPD

The gap between HOMO and LUMO (alpha / beta) is 3.4 / 7.0 eV. The lowest unoccupied orbital energy (alpha / beta) comes out at -0.363 / -0.189 eV. The HOMO energy (alpha / beta) is -3.74 / -7.17 eV. The energy above the lowest of the compared OMol25 structures with the same formula, charge and spin is 0.0 kcal per mole. The spin multiplicity is 2. The expectation value of S² is 0.750.

Positions of all 21 atoms, in Å:
H (-2.112143, 1.127367, -0.072324)
O (-1.135923, -0.677099, -0.850236)
O (0.109095, 0.825283, -1.838158)
O (1.089648, -0.866564, -0.751488)
C (-2.043491, 0.433178, -1.132578)
C (-1.219736, 1.224299, -2.134112)
C (0.076285, -0.294449, -1.132009)
H (-2.948553, 0.012348, -1.579577)
F (-1.473617, 0.900612, -3.448128)
H (-1.285726, 2.312904, -2.041362)
K (0.923456, -3.614964, -0.117757)
H (-1.722242, 2.430242, 3.482056)
O (0.097616, 1.455804, 3.083808)
O (0.045923, 1.719505, 0.911947)
O (1.811883, 0.722919, 1.837559)
C (-1.329678, 1.722057, 2.745228)
C (-1.301431, 2.241532, 1.342030)
C (0.721862, 1.283661, 1.944638)
H (-1.823279, 0.747051, 2.871613)
H (-1.108288, 3.328121, 1.381463)
Li (2.478793, 0.140579, 0.184875)

Cartesian forces (eV/Å) of the 6 atoms listed first:
H -0.05 -1.10 -1.92
O -0.09 -0.34 0.22
O 0.18 0.16 -0.39
O 0.02 0.15 -0.18
C 0.06 1.19 1.29
C -0.29 0.39 0.06


Formula: C4H17NO3
Source: the Open Molecules 2025 dataset
Level of theory: ωB97M-V/def2-TZVPD

The gap between HOMO and LUMO (alpha / beta) is 11.6 / 5.6 eV. The lowest unoccupied orbital energy (alpha / beta) comes out at -3.096 / -9.014 eV. The HOMO energy (alpha / beta) is -14.67 / -14.60 eV. Its charge is +1. The energy above the lowest of the compared OMol25 structures with the same formula, charge and spin is 45.8 kcal per mole. The spin multiplicity is 2. The expectation value of S² is 0.755.

Positions of all 25 atoms, in Å:
C (0.002179, 1.052455, 0.736987)
N (-0.513101, -0.331573, 0.897207)
C (0.244677, -1.285820, 0.138117)
C (0.042486, -2.721796, 0.664493)
C (-0.411669, 2.042897, 1.811191)
H (1.105075, 1.130293, 0.555243)
H (-0.472538, 1.499231, -0.240340)
H (-0.354649, -0.613649, 1.880555)
H (-0.132152, -1.360033, -0.902662)
H (1.369987, -1.276794, 0.097795)
H (-0.335004, -3.498897, -0.048186)
H (0.896971, -3.192296, 1.082994)
H (-0.647423, -2.718299, 1.510184)
H (0.355648, 2.240671, 2.659888)
H (-1.446912, 1.930478, 2.274405)
H (-0.621460, 3.055231, 1.378256)
H (2.709166, 1.250139, -0.671914)
H (3.394637, -0.084228, -1.037224)
O (3.490400, 0.655271, -0.518439)
H (-2.190936, -0.022006, -0.631237)
H (-2.598146, -0.919820, -1.786448)
O (-2.314394, -0.007653, -1.614234)
H (-1.042616, 0.525200, -2.647447)
H (-0.368690, 1.761003, -2.912480)
O (-0.161534, 0.889994, -2.676705)

Cartesian forces (eV/Å) of the 6 atoms listed first:
C -2.41 1.83 -1.37
N 5.70 1.39 0.79
C -0.92 -3.59 -1.54
C -1.54 -0.89 0.27
C -0.76 1.81 2.03
H -0.74 -0.91 0.02